ORCA calculation (the ωB97M-V functional and the def2-TZVPD basis) on an isolated molecule of C3H4N2 in a non-equilibrium geometry.

## Properties
- E_LUMO: 0.67 eV
- Kohn-Sham gap: 0.3575 Eh
- Charge: 0

Geometry (Å):
N -2.812 -0.643 -0.021
C -1.792 0.005 0.012
C -0.585 0.819 -0.010
C 0.706 0.364 0.018
N 1.171 -0.877 -0.124
H -0.673 1.884 -0.187
H 1.518 1.118 -0.083
H 1.958 -1.068 0.552
H 0.509 -1.601 -0.158

Forces on atoms 1 to 3 (eV/Å):
N 5.00 3.09 0.26
C -3.69 -2.49 -0.39
C 0.56 -0.50 -0.11

---

ORCA calculation (the ωB97M-V functional and the def2-TZVPD basis) on a cluster of 2 separate species, C3H4N2 in total.

## Properties
- E_LUMO: 1.03 eV
- Kohn-Sham gap: 0.3647 Eh
- Charge: 0

Geometry (Å):
N -1.160 -0.984 0.306
C -0.678 1.337 0.048
C 0.539 1.349 -0.070
C 1.141 -0.876 -0.109
N 0.025 -1.306 0.055
H -1.789 -1.462 -0.344
H -1.723 1.518 0.164
H 1.536 1.720 -0.178
H 2.108 -1.295 0.127

Forces on atoms 1 to 3 (eV/Å):
N 0.16 -0.14 -0.11
C 0.47 0.03 -0.03
C -0.51 0.12 0.04

---

ORCA calculation (the ωB97M-V functional and the def2-TZVPD basis) on an isolated molecule of C3H4N2 in a non-equilibrium geometry.

## Properties
- E_LUMO: 0.53 eV
- Kohn-Sham gap: 0.3355 Eh
- Charge: 0

Geometry (Å):
H -2.426 -0.570 0.043
N -1.414 -0.552 0.042
C -0.925 0.622 -0.054
C 0.529 0.792 -0.055
C 1.113 -0.376 0.109
N 1.306 -1.556 0.330
H -1.501 1.554 -0.086
H 1.078 1.707 -0.108
H 2.169 -1.652 -0.229

Forces on atoms 1 to 3 (eV/Å):
H -0.13 0.25 0.04
N -0.27 0.32 -0.14
C -0.21 -0.13 -0.37

---

ORCA calculation (the ωB97M-V functional and the def2-TZVPD basis) on an isolated molecule of C3H4N2.

## Properties
- E_LUMO: 0.98 eV
- Kohn-Sham gap: 0.3555 Eh
- Charge: 0

Geometry (Å):
N 0.306 -2.556 -0.037
C 0.041 -1.363 0.127
C -0.193 -0.103 0.255
C -0.432 1.156 -0.416
N 0.458 1.059 0.768
H 1.140 -2.563 -0.632
H 0.092 1.335 -1.352
H -1.399 1.639 -0.318
H -0.013 1.396 1.605

Forces on atoms 1 to 3 (eV/Å):
N -0.16 0.48 0.12
C 0.29 -0.09 -0.20
C 0.09 -0.32 -0.08

---

ORCA calculation (the ωB97M-V functional and the def2-TZVPD basis) on a cluster of 2 separate species, C3H4N2 in total in a non-equilibrium geometry.

## Properties
- E_LUMO: -4.83 eV
- Kohn-Sham gap: 0.1479 Eh
- Charge: 0

Geometry (Å):
C -1.196 1.079 -0.198
C -1.759 -0.192 -0.408
N -1.506 -1.182 0.370
C 2.373 0.733 0.398
N 2.696 -0.289 -0.050
H -0.347 1.222 0.479
H -1.319 1.811 -0.989
H -2.064 -2.010 0.165
H -2.417 -0.330 -1.265

Forces on atoms 1 to 3 (eV/Å):
C 2.39 -0.28 -0.73
C -0.96 -0.88 -0.54
N 0.22 0.52 0.98

---

ORCA calculation (the ωB97M-V functional and the def2-TZVPD basis) on a cluster of 2 separate species, C3H4N2 in total in a non-equilibrium geometry.

## Properties
- E_LUMO: 1.12 eV
- Kohn-Sham gap: 0.4065 Eh
- Charge: 0

Geometry (Å):
C 0.143 -0.501 -1.884
C -0.295 -0.221 -0.817
C -0.799 0.619 0.194
H 0.205 -0.982 -2.809
H -1.379 0.123 0.986
H -1.575 1.317 -0.309
H -0.092 1.289 0.558
N 2.343 -0.995 1.776
N 1.449 -0.648 2.305

Forces on atoms 1 to 3 (eV/Å):
C 0.01 -1.24 -0.96
C 0.25 0.59 -0.02
C -3.91 1.00 0.17

---

ORCA calculation (the ωB97M-V functional and the def2-TZVPD basis) on a cluster of 2 separate species, C3H4N2O in total.

## Properties
- E_LUMO: 0.44 eV
- Kohn-Sham gap: 0.3639 Eh
- Charge: 0

Geometry (Å):
C 0.454 -1.230 0.970
C -0.837 -1.166 1.191
O -1.989 -1.107 1.376
H 1.167 -0.941 1.730
H 0.788 -1.396 -0.045
N 1.957 0.777 -1.346
C 0.823 0.984 -1.209
N -0.492 1.134 -0.980
H -0.740 1.361 -0.029
H -1.065 1.571 -1.684

Forces on atoms 1 to 3 (eV/Å):
C -0.21 0.17 -0.04
C -0.52 0.00 0.21
O 0.89 -0.07 -0.14

---

ORCA calculation (the ωB97M-V functional and the def2-TZVPD basis) on an isolated molecule of C3H4N2O.

## Properties
- E_LUMO: -0.70 eV
- Kohn-Sham gap: 0.3008 Eh
- Charge: 0

Geometry (Å):
O -1.897 0.539 0.247
C -0.570 0.190 0.414
C 0.545 1.136 0.178
C 1.492 0.255 -0.369
N 1.041 -0.999 -0.637
N -0.200 -1.043 -0.304
H -1.897 1.457 -0.053
H -0.352 -0.066 1.476
H 2.521 0.464 -0.640
H -0.684 -1.932 -0.312

Forces on atoms 1 to 3 (eV/Å):
O 0.00 0.16 -0.08
C 0.13 -0.03 0.00
C 0.05 -0.42 -0.07

---

ORCA calculation (the ωB97M-V functional and the def2-TZVPD basis) on an isolated molecule of C3H4N2O in a non-equilibrium geometry.

## Properties
- E_LUMO (spin up / spin down): 0.07 / 0.07 eV
- Kohn-Sham gap (spin up / spin down): 0.2838 / 0.2839 Eh
- Charge: 0

Geometry (Å):
N 0.170 1.397 0.805
C -0.242 0.392 0.082
C -0.938 -0.764 0.410
N -0.277 -1.644 -0.293
C 0.542 -0.818 -1.116
O 1.543 -0.130 -0.869
H 0.754 2.094 0.362
H -0.226 1.577 1.716
H -1.769 -0.993 1.063
H 0.444 -1.113 -2.159

Forces on atoms 1 to 3 (eV/Å):
N -0.22 0.10 0.14
C -2.99 2.88 0.26
C 0.45 -0.55 -0.19

---

ORCA calculation (the ωB97M-V functional and the def2-TZVPD basis) on an isolated molecule of C3H4N2O in a non-equilibrium geometry.

## Properties
- E_LUMO: 0.77 eV
- Kohn-Sham gap: 0.4332 Eh
- Charge: 0

Geometry (Å):
H 2.223 -0.825 -1.010
N 1.350 -0.367 -0.762
C 1.189 -0.346 0.489
O 0.106 0.212 1.071
C -0.851 0.751 0.174
C -1.668 -0.302 -0.458
N -2.343 -1.107 -0.938
H 1.848 -0.741 1.265
H -0.359 1.334 -0.610
H -1.495 1.390 0.778

Forces on atoms 1 to 3 (eV/Å):
H -0.06 0.04 0.02
N 0.02 -0.04 0.39
C 0.14 -0.06 -0.21

---

ORCA calculation (the ωB97M-V functional and the def2-TZVPD basis) on an isolated molecule of C3H4N2O in a non-equilibrium geometry.

## Properties
- E_LUMO: 0.19 eV
- Kohn-Sham gap: 0.3760 Eh
- Charge: 0

Geometry (Å):
O 1.780 -0.173 -0.270
C 0.406 -0.083 -0.233
C -0.553 -0.752 0.652
N -1.595 0.001 0.835
N -1.362 1.239 0.237
C -0.209 1.226 -0.355
H 2.108 -1.045 -0.016
H -0.331 -0.706 -0.942
H -0.453 -1.781 0.981
H 0.210 2.074 -0.889

Forces on atoms 1 to 3 (eV/Å):
O -0.08 -0.36 -0.33
C -0.74 -0.34 -0.32
C -0.12 0.29 1.24

---

ORCA calculation (the ωB97M-V functional and the def2-TZVPD basis) on a cluster of 2 separate species, C3H4N2O in total.

## Properties
- E_LUMO: 0.60 eV
- Kohn-Sham gap: 0.3471 Eh
- Charge: 0

Geometry (Å):
O -0.065 2.394 0.644
C 0.615 1.283 0.847
C 1.209 0.247 0.992
N 0.189 -2.115 -0.550
N -0.646 -1.244 -0.859
C -1.334 -0.284 -0.959
H 0.287 3.092 1.213
H 1.641 -0.728 1.026
H -0.258 -3.031 -0.611
H -1.638 0.385 -1.743

Forces on atoms 1 to 3 (eV/Å):
O 0.17 -0.04 0.14
C 0.38 -0.54 0.12
C -0.33 0.57 -0.11